[1]
# C6H11NO

A 2-piece molecular cluster, C6H11NO overall in a non-equilibrium geometry (ωB97M-V/def2-TZVPD, the OMol25 dataset).

XYZ file:
```
19
Properties=species:S:1:pos:R:3:forces:R:3:nbo_charge:R:1
O 0.925835 1.706878 0.115824 -1.1897 -1.3704 0.3119 -0.58
N 0.534709 0.023691 -2.147106 0.9082 0.9158 -0.8065 -0.88
C 0.816127 -0.155403 1.678002 1.2753 1.4378 -0.8453 -0.34
C 0.188551 0.946210 0.741190 1.4731 0.7999 2.3775 0.58
C 1.999306 -0.688198 1.359171 -0.9599 -0.2796 -0.0136 -0.31
C -0.373520 -0.605492 -1.339109 -0.5230 -1.6900 2.5570 -0.01
C -1.533854 -1.133194 -1.734919 0.3419 0.0744 -0.0109 -0.44
C -1.239901 1.272429 1.095782 -0.3723 -0.3768 -1.0425 -0.73
H -1.266875 2.036301 1.874148 0.1367 0.0023 -0.0604 0.25
H 0.997632 0.804607 -1.668702 0.1242 -0.6414 -0.4800 0.40
H 1.143416 -0.590073 -2.679743 -0.1125 0.3611 0.1881 0.38
H 2.332785 -0.638164 0.326101 0.2885 0.1829 0.1927 0.20
H -1.766523 0.379580 1.439648 0.0756 0.1004 0.0719 0.22
H -1.829271 -1.101380 -2.778742 -0.0322 0.1763 0.0733 0.20
H -0.031251 -0.795600 -0.213220 -1.1335 0.3037 -2.4987 0.18
H 0.475660 -0.185502 2.707728 -0.4025 -0.0934 -0.1353 0.22
H -2.199010 -1.635582 -1.044697 0.1620 -0.0736 0.0337 0.20
H -1.745065 1.626988 0.193902 -0.0291 0.2045 0.2344 0.25
H 2.571245 -1.268092 2.074742 -0.0307 -0.0339 -0.1475 0.20
```
Positions in Å, forces in eV/Å.

For the frontier orbital gap, the calculation gives 9.14 eV. Its charge is 0. The value obtained for the molar mass is 113.2 u. Its SMILES is C=CC(C)=O.C=CN. Its energy above the lowest of the compared OMol25 structures with the same formula, charge and spin is 69.5 kcal/mol. As for the HOMO energy: -8.73 eV.


[2]
# C22H31FeO3P3Se2Te3

C22H31FeO3P3Se2Te3 as an isolated structure in a non-equilibrium geometry (ωB97M-V/def2-TZVPD, the OMol25 dataset).

XYZ file:
```
65
Properties=species:S:1:pos:R:3:forces:R:3:nbo_charge:R:1
Te 5.888649 -1.243788 -0.778431 0.2660 -0.4752 0.1765 -0.43
Te -1.777516 1.968333 -0.502544 -0.0992 0.1982 0.1747 -0.55
Te 3.703575 -0.857107 -3.999953 0.0429 -0.1005 -0.7589 -0.47
Se 3.467066 -0.798553 -0.258525 4.1986 0.8399 1.7083 -0.20
Se 2.226571 -0.354229 -2.072085 0.3048 0.4831 -4.0713 -0.07
Fe 1.231931 -0.746163 -0.189185 -3.1371 -0.4593 2.7556 -0.01
P -0.911244 -1.508293 -0.155779 -0.3829 -0.6798 -0.0970 1.16
P 1.507817 -2.174516 1.387138 0.6523 -0.1414 0.8718 1.23
P -1.107390 0.731323 -2.382091 0.2623 -0.7039 -1.3506 2.00
O -2.338570 0.542106 -3.457954 -0.2029 0.1358 0.1472 -0.85
O -0.155674 1.752091 -3.183832 -0.0106 0.0430 0.1181 -0.85
O -0.546198 -0.683069 -2.376732 -0.8947 1.4676 -0.2561 -1.18
C 0.382944 1.387119 -4.459739 0.0735 -0.1730 -0.1766 -0.07
C 1.244431 0.799653 0.968535 0.0187 -0.5750 0.5966 -0.17
C -2.694954 -1.376246 -0.594138 -0.1526 0.2210 0.1262 -0.96
C -0.042933 -2.597089 2.219357 -0.2608 -0.0208 0.0038 -0.39
C -2.404669 -2.222610 2.250252 0.0126 0.0580 -0.0841 -0.21
C 1.798366 4.149298 1.997629 0.0007 0.0676 0.1693 -0.22
C -0.725526 -3.163337 -0.977303 0.1803 -0.2115 0.1551 -0.96
C 1.451959 1.742691 1.717502 -0.3143 -0.4095 -0.2908 -0.31
C 2.502137 -1.577012 2.802734 -0.0239 0.1018 0.0373 -0.97
C -1.339786 -3.362172 4.089007 0.0068 -0.0160 0.0790 -0.25
C -2.471605 -2.819201 3.498684 -0.1074 -0.0767 0.0965 -0.21
C -4.256233 1.163901 -4.716221 0.2466 -0.0466 0.1252 -0.62
C -0.115903 -3.231594 3.454898 -0.1212 -0.0566 -0.0886 -0.14
C 1.258644 5.222862 4.083477 0.0147 0.1561 0.1085 -0.27
C -3.182310 1.638180 -3.754012 -0.2032 0.1744 -0.0301 -0.07
C -1.191126 -2.132351 1.566814 0.1210 -0.2144 0.4985 -0.32
C 1.705786 5.293018 2.770373 0.0292 0.0047 -0.0123 -0.22
C 1.000869 2.839859 3.861125 0.0712 0.1945 0.0154 -0.23
C 0.914078 3.991651 4.624395 0.0171 -0.0232 0.0455 -0.22
C 2.361103 -3.782437 1.143804 -0.0799 0.0574 -0.3143 -0.97
C 1.500292 2.352903 -4.785490 -0.1405 -0.0436 0.1876 -0.62
C 1.436950 2.902566 2.529299 -0.0581 0.0394 -0.0858 0.03
H -3.799211 0.824973 -5.646627 -0.0706 0.0026 -0.0656 0.20
H -4.794293 0.325021 -4.274940 -0.0670 -0.0136 -0.0090 0.20
H 2.141386 4.207953 0.973550 -0.0407 -0.0896 -0.0142 0.22
H 2.462386 -4.307855 2.095526 -0.0715 0.0211 -0.0059 0.21
H 1.984660 6.248432 2.340462 -0.0210 0.0151 0.0200 0.20
H -3.423325 -2.871881 4.015339 -0.0105 0.0007 -0.0066 0.20
H -2.812970 -1.067233 -1.627508 -0.0192 -0.0618 0.0140 0.26
H -3.309682 -1.810025 1.827040 0.0047 -0.0475 -0.0712 0.21
H 1.824060 -4.412835 0.432998 0.0375 0.0212 0.0263 0.23
H -3.201290 -0.657331 0.043680 -0.0463 0.0166 -0.0714 0.25
H 0.761482 0.362168 -4.431927 -0.0150 0.0503 0.0157 0.21
H 3.354584 -3.559388 0.742601 -0.0946 -0.0781 0.0216 0.27
H 2.257666 2.299859 -4.003087 0.0202 0.0088 -0.0412 0.24
H 3.523593 -1.390158 2.462854 -0.0851 0.0490 0.0269 0.26
H -1.410595 -3.863872 5.046764 0.0083 0.0301 0.0296 0.20
H 0.721716 1.884037 4.286617 -0.0022 -0.0209 -0.0958 0.21
H -3.625883 2.018134 -2.825733 0.0403 -0.0046 -0.0942 0.20
H -1.134422 -3.090515 -1.983833 0.0660 0.0725 0.0086 0.25
H 1.181172 6.123038 4.682279 0.0051 -0.0014 0.0054 0.19
H -2.596929 2.454875 -4.195436 -0.0127 -0.0250 0.0232 0.17
H -4.959968 1.970462 -4.924714 -0.0287 0.0190 -0.0573 0.19
H -3.132174 -2.372243 -0.467192 0.0283 0.0302 0.0394 0.20
H 0.323806 -3.455215 -1.051152 -0.0572 0.0524 -0.0657 0.23
H 0.572716 3.926597 5.651829 -0.0149 0.0214 -0.0053 0.19
H 0.777837 -3.624836 3.925415 0.0147 0.0400 -0.0011 0.19
H 2.064145 -0.643718 3.158279 0.0914 -0.0071 -0.0474 0.26
H 1.972218 2.074120 -5.726721 0.0024 0.0234 -0.0518 0.21
H 2.527396 -2.313437 3.608102 -0.0155 -0.0213 -0.0286 0.20
H -1.265463 -3.924473 -0.406680 -0.0139 0.0093 -0.0661 0.20
H 1.110802 3.371791 -4.839196 0.0445 0.0287 -0.0490 0.19
H -0.416948 1.425769 -5.209599 -0.0066 0.0432 0.0365 0.15
```
Positions in Å, forces in eV/Å.

For the frontier orbital gap (alpha / beta), the calculation gives 4.68 / 4.68 eV. Its charge is -2. The value obtained for the molar mass is 1033.0 u. Its energy above the lowest of the compared OMol25 structures with the same formula, charge and spin is 58.7 kcal/mol. As for the HOMO energy (alpha / beta): -0.60 / -0.60 eV.


[3]
# C12H20

C12H20 as an isolated structure in a non-equilibrium geometry (ωB97M-V/def2-TZVPD, the OMol25 dataset).

XYZ file:
```
32
Properties=species:S:1:pos:R:3:forces:R:3:nbo_charge:R:1
C 1.808386 -0.368267 -0.828592 0.2126 -1.9033 -1.1598 -0.59
C 0.045617 -2.052378 -1.059639 -1.0606 0.2811 0.0274 -0.60
C 2.283907 -1.409200 2.234069 -0.3042 -0.2507 -0.0535 -0.66
C -0.485212 0.203250 0.102300 0.2825 -0.1708 -1.6315 0.03
C -0.858597 0.558867 1.293467 0.6706 0.4594 1.1911 -0.01
C -1.799001 0.189186 -2.188428 4.3399 -2.1593 -1.0903 -0.59
C 0.165546 1.854323 -1.813907 -0.5852 1.1146 -0.0455 -0.62
C 2.031873 -0.129442 2.485287 1.8098 -1.4721 -0.7688 0.01
C -0.570135 0.571719 -1.337123 0.4344 -0.4504 -0.0817 -0.06
C -1.842321 1.656701 1.415399 1.0222 0.4957 1.7283 -0.63
C -0.335922 -0.112436 2.549579 -1.3590 1.7587 -0.2051 -0.46
C 0.310909 -0.585926 -0.820612 0.8963 -0.4607 0.2809 -0.09
H 1.242217 2.072952 -1.557429 -1.0321 -1.0935 -0.2936 0.23
H -0.912603 0.194801 3.442821 0.6709 0.2013 -0.2477 0.22
H -0.999610 -2.345732 -1.062521 -0.2161 0.0188 0.5795 0.21
H -2.145577 2.070857 0.521347 -0.9882 0.1289 -2.3061 0.22
H 2.128031 0.360497 -0.161235 0.5844 1.5766 0.8590 0.22
H -1.525763 2.572476 1.912259 0.5785 -0.2092 0.7278 0.21
H 2.148299 -0.217570 -1.848828 0.0980 0.4878 -0.2079 0.20
H -1.458144 -0.421091 -3.103295 -0.4229 1.2455 0.9950 0.20
H -2.627460 1.246294 1.985272 -1.5401 -0.0668 0.5711 0.21
H 0.000912 1.984249 -2.913919 0.3806 -0.1550 0.8120 0.21
H 0.365981 -2.383001 -2.006449 0.6723 0.0108 -1.6338 0.21
H 1.620514 -2.284577 2.358243 0.0769 0.7479 -0.1215 0.23
H 3.244773 -1.714191 1.775460 -0.2823 0.6389 0.6696 0.26
H 0.655975 -2.648674 -0.407278 -0.1418 -0.2816 0.8368 0.21
H -2.511278 -0.405505 -1.764495 -1.5250 -1.8900 1.8851 0.21
H -0.324137 2.731207 -1.333790 -0.0714 -0.4237 -0.3829 0.21
H -0.499777 -1.130330 2.441782 0.4379 -2.1294 -0.0438 0.21
H -2.323126 1.001136 -2.444624 -1.6765 3.3646 -1.4778 0.21
H 2.350628 -1.285801 -0.537562 -0.4219 0.2394 0.1248 0.20
H 0.815096 0.225605 2.672441 -1.5404 0.3465 0.4628 0.16
```
Positions in Å, forces in eV/Å.

For the frontier orbital gap, the calculation gives 8.81 eV. Its charge is 0. The value obtained for the molar mass is 164.3 u. Its energy above the lowest of the compared OMol25 structures with the same formula, charge and spin is 174.2 kcal/mol. As for the HOMO energy: -8.72 eV.


[4]
# C24H40O21

A 7-piece molecular cluster, C24H40O21 overall in a non-equilibrium geometry (ωB97M-V/def2-TZVPD, the OMol25 dataset).

XYZ file:
```
85
Properties=species:S:1:pos:R:3:forces:R:3:mulliken_charge:R:1
O 3.982827 7.960805 -2.387282 0.0147 0.2586 0.7816 -0.25
O -4.008533 -0.132655 -12.216892 0.3773 -0.6864 1.6022 -0.51
O -9.240543 -5.506385 -0.896642 0.6736 1.1614 -0.0961 -0.30
O 4.291437 -4.313315 -1.883432 -3.1613 -2.6599 0.4717 -0.32
O 2.937007 8.220425 -0.502332 -0.9320 0.1143 0.2940 -0.28
O -2.649373 -1.627185 -11.258612 1.3340 -0.5428 -0.1782 -0.31
O -1.510033 7.227085 -4.340412 0.7128 -0.8168 -0.6707 -0.28
O -0.609173 5.713085 -5.845872 -0.7266 3.8093 1.1674 -0.56
O -8.154123 -3.502575 -0.694742 0.1357 -3.3092 -0.3812 -0.56
O -3.946163 -0.456675 -9.897832 -2.6236 1.5371 -4.0025 -0.33
O 1.571177 -2.847915 13.535608 -0.3785 -0.7251 0.4084 -0.27
O 2.898127 -5.976005 -1.214682 -0.2743 -0.0885 -0.3292 -0.35
O 0.867687 -2.405595 11.565858 -0.0562 0.7693 -0.0983 -0.30
O -0.897643 -0.159775 1.074888 0.5303 0.6582 1.9401 -0.34
O -0.057213 1.615045 0.105708 0.8497 0.8576 -2.5683 -0.29
O -1.271373 7.799925 -6.466632 1.3558 -0.4551 -1.6134 -0.30
O 5.152397 7.689155 -0.400952 -2.0717 0.7344 -1.0408 -0.58
O 4.215027 -4.981655 0.352268 -0.6475 0.1019 -3.7678 -0.58
O 1.536537 -4.577675 11.943288 -1.2048 4.7476 1.7294 -0.60
O -7.010173 -5.466635 -0.805682 0.4200 -0.5779 0.3161 -0.30
O -0.052053 1.652695 2.270938 -0.7629 -1.5586 -0.7058 -0.56
C 1.475727 -6.384405 0.839688 0.5772 2.0301 1.6044 -1.03
C 1.814267 -3.813385 14.607438 -0.0927 0.1541 0.6428 -0.15
C -8.128003 -4.727435 -0.804912 -0.5797 3.8640 0.7434 0.66
C 3.837017 -5.080575 -0.845212 0.6806 0.0245 3.5991 0.73
C -0.320283 1.075275 1.242038 0.0929 -0.1041 3.3568 0.69
C -2.225433 -1.910045 -9.939272 -0.6826 -1.0880 1.2616 -0.30
C 1.301107 -3.370705 12.326358 1.9817 -4.5994 -0.6888 0.74
C -7.410773 -6.850845 -0.684742 -0.5555 0.0509 -0.6031 -0.30
C 4.928547 7.681325 -4.735062 -0.3324 -0.3498 0.9576 -1.21
C 0.666397 -2.649705 10.190038 -0.3137 -0.1035 -1.0980 -0.64
C -1.888053 8.901885 -5.894632 -1.7819 0.5244 0.6232 -0.27
C -8.773733 -6.741225 -1.363402 -0.1985 -1.8463 0.6912 -0.33
C 5.139567 7.575795 -3.190042 -0.0343 0.2016 -0.5811 -0.19
C -1.688263 8.593205 -4.453292 0.2378 3.3501 1.3697 -0.34
C -0.517793 0.798165 -0.927972 -1.1254 -0.8221 -1.8241 -0.29
C 2.389927 -6.956485 -0.183942 0.4225 -0.0611 -0.7047 -0.17
C -1.027443 -0.473845 -0.294002 -0.3853 -0.0705 0.9998 -0.21
C -3.562563 -0.696825 -11.254902 -1.8557 1.7311 0.4003 0.66
C 1.945917 -3.177355 15.998848 -0.1582 0.6297 -0.2691 -1.14
C -3.241403 -1.188305 -9.026302 2.7580 -0.2246 0.7685 -0.25
C 4.111327 7.968695 -0.998152 3.0432 -1.5685 -1.4553 0.73
C -1.005243 6.849915 -5.559762 -0.6274 -4.1968 -0.7661 0.62
C 5.200337 -3.308645 -1.623912 0.9143 0.8159 0.2736 -0.61
C 2.694847 8.002685 0.887358 -0.2255 0.1253 0.8862 -0.66
H -6.702243 -7.557415 -1.117002 0.0675 0.5253 -0.4034 0.31
H 1.862527 -5.422175 1.175288 0.2445 0.0910 0.1081 0.31
H 2.746557 -4.340375 14.404418 -0.3720 -0.2326 -0.3585 0.29
H -8.750703 -6.736395 -2.453152 0.1266 -0.1844 -0.0014 0.27
H -2.725013 -0.421855 -8.448372 0.1102 -0.5819 0.9128 0.25
H -1.211943 -1.578205 -9.713882 0.0351 -0.3576 -0.5276 0.27
H 0.994867 -3.057215 16.517668 -0.1831 0.1172 -0.3146 0.30
H 5.239817 -2.698485 -2.526262 0.3974 -0.3908 -0.1803 0.22
H 1.750417 -7.736235 -0.597582 0.5437 0.2506 -1.5380 0.27
H 2.521987 -3.831705 16.653118 0.2319 -0.0162 -0.2315 0.34
H 6.119617 -3.846915 -1.393102 0.4342 0.9104 0.1652 0.29
H 3.497367 7.507725 1.434248 0.2658 0.1163 -0.4989 0.34
H 2.488027 8.960605 1.364558 0.1461 0.0583 -0.1307 0.25
H 1.549867 -2.938285 9.620578 0.3317 -0.2345 0.5845 0.31
H 0.935977 -4.450905 14.708838 0.3361 -0.4566 -0.6900 0.27
H -0.090663 -3.418855 10.037148 -0.0244 0.0984 0.0591 0.29
H 4.189127 7.009865 -5.171532 -0.5942 0.3537 0.3888 0.34
H -3.772673 -1.924065 -8.422552 -0.4804 0.3901 0.0008 0.26
H -1.558953 9.901185 -6.179572 0.7978 -0.3985 -0.2455 0.31
H -2.444793 -2.964005 -9.768522 1.0266 -0.1717 -0.2407 0.28
H 5.820567 7.317535 -5.245022 0.4662 0.3342 0.3703 0.37
H 0.448977 -6.130795 0.575948 0.0310 -0.6651 -0.5606 0.31
H -2.958423 8.925635 -6.099222 -0.1566 -0.4882 -0.4987 0.24
H 1.800547 7.392075 1.011808 0.0088 -0.0090 -0.4230 0.25
H -0.477733 -1.394725 -0.488692 -0.0801 0.0940 -0.2055 0.23
H -9.444483 -7.496305 -0.953452 -0.0795 -0.1246 -0.4756 0.28
H 0.224437 0.535825 -1.681882 0.1214 0.7857 0.0432 0.29
H 1.491927 -6.968815 1.759618 -0.1697 -0.3562 -0.1882 0.31
H -1.438473 1.216805 -1.334402 0.5993 0.7081 -0.6161 0.26
H 5.405487 6.556925 -2.908462 0.2685 0.1947 0.0975 0.31
H 2.415317 -2.194455 15.958138 0.1875 -0.0749 0.0217 0.32
H -2.475463 9.064315 -3.864672 -0.3216 -0.9132 0.2919 0.34
H -0.807653 9.156635 -4.144812 0.5264 -0.4347 0.3519 0.24
H 3.277497 -7.488975 0.157768 -0.0916 0.4484 0.5539 0.32
H 0.362327 -1.701145 9.747448 -0.2856 -0.0724 0.3008 0.24
H -7.528733 -7.158595 0.354248 -0.0049 0.4402 0.2076 0.25
H 4.774457 8.731745 -4.982042 -0.2257 -0.1942 -0.2916 0.30
H -2.102883 -0.565375 -0.446162 0.1589 -0.5401 -0.4170 0.21
H 4.875997 -2.598325 -0.863412 0.0967 -0.4446 0.4944 0.30
H 5.935307 8.302385 -3.025882 0.1853 -0.3709 0.6387 0.27
```
Positions in Å, forces in eV/Å.

For the frontier orbital gap, the calculation gives 10.74 eV. Its charge is 0. The value obtained for the molar mass is 664.6 u. Its SMILES is CCOC(=O)OC.CCOC(=O)OC.CCOC(=O)OC.O=C1OCCO1.O=C1OCCO1.O=C1OCCO1.O=C1OCCO1. Its energy above the lowest of the compared OMol25 structures with the same formula, charge and spin is 92.5 kcal/mol. As for the HOMO energy: -10.46 eV.


Question: Which of these has the lowest charge?
Answer: C22H31FeO3P3Se2Te3


Question: Look up the molar mass of the third one.
Answer: 164.3 u